DFT (ωB97M-V with the def2-TZVPD basis set) results for a cluster of 2 separate species, CH2NO2S3 in total.

For the relative energy (zero: lowest compared OMol25 entry of this formula, charge and spin), the calculation gives 0.000 eV. As for the net charge: -1. The HOMO energy comes out at -4.9 eV. The value obtained for the maximum force is 3.53 eV/Å. The total energy comes out at -39161.8125 eV.

Cartesian coordinates (Å):
C (-1.338, -2.081, -0.159)
N (-0.228, -2.362, 0.006)
O (-2.088, 1.620, 0.017)
O (-4.380, 1.135, 0.491)
S (1.902, 0.190, -0.139)
S (-2.904, -1.659, -0.139)
S (-3.273, 0.903, -0.456)
H (0.691, 0.370, 0.169)
H (1.907, -1.237, -0.166)